Record 1
This record from the Open Molecules 2025 dataset describes a structure of composition C30H21AuF6N5O4 in a non-equilibrium geometry. The level of theory is ωB97M-V/def2-TZVPD.

Values from the calculation:
HOMO-LUMO gap = 6.463 eV
charge = +1
total energy = -67084.362 eV
2S+1 = 1

Structure (XYZ):
```
67
Properties=species:S:1:pos:R:3:nbo_charge:R:1
Au 2.1796 1.6781 -0.5482 1.55
O 2.4096 5.7611 -0.0226 -0.57
C 2.5575 4.5694 0.0964 0.74
O 2.1510 3.7090 -0.8123 -0.74
C 3.1847 4.0072 1.3535 0.08
C 3.8452 4.8350 2.2467 -0.19
C 4.4430 4.2523 3.3500 -0.15
C 4.3553 2.8772 3.5244 -0.23
C 3.6605 2.1322 2.5890 0.05
N 3.0790 2.6972 1.5310 -0.52
H 3.8895 5.8961 2.0492 0.26
H 4.9827 4.8593 4.0645 0.23
H 4.8222 2.3896 4.3684 0.24
H 3.5706 1.0565 2.6774 0.20
C -9.2939 -5.5077 0.9871 -0.26
O -8.0578 -5.9305 0.4264 -0.47
C -7.0459 -5.0456 0.3781 0.34
C -7.1192 -3.7388 0.8551 -0.33
C -6.0085 -2.9158 0.7527 -0.09
C -4.8250 -3.3687 0.1836 -0.19
C -4.7654 -4.6842 -0.2900 -0.13
C -5.8581 -5.5110 -0.1953 -0.25
C -3.6419 -2.5226 0.0619 0.42
N -2.4761 -2.9104 -0.4129 -0.46
C -1.6759 -1.8108 -0.3443 0.09
C -2.3550 -0.7280 0.1799 0.15
N -3.6171 -1.2023 0.4353 -0.52
C -1.7662 0.5572 0.3542 -0.09
C -2.3791 1.7110 0.8746 -0.11
C -1.6706 2.8810 0.9572 -0.22
C -0.3421 2.9258 0.5230 0.10
N 0.2486 1.8457 0.0443 -0.46
C -0.4275 0.6675 -0.0438 0.23
C 0.2977 -0.4564 -0.5604 0.11
N 1.6040 -0.2506 -0.8800 -0.45
C 2.3397 -1.2284 -1.3710 0.09
C 1.7903 -2.4993 -1.5837 -0.23
C 0.4787 -2.7409 -1.2653 -0.10
C -0.3034 -1.7008 -0.7329 0.02
H -9.9603 -6.3609 0.9148 0.21
H -9.7129 -4.6704 0.4253 0.18
H -9.1731 -5.2285 2.0357 0.18
H -8.0240 -3.3582 1.3036 0.23
H -6.0947 -1.9070 1.1401 0.19
H -3.8457 -5.0409 -0.7324 0.24
H -5.8266 -6.5288 -0.5588 0.24
H -4.3949 -0.6884 0.8097 0.43
H -3.4082 1.6791 1.2086 0.23
H -2.1212 3.7821 1.3465 0.25
H 0.2295 3.8398 0.5348 0.25
H 3.3764 -0.9905 -1.5664 0.27
H 2.4206 -3.2755 -1.9925 0.25
H 0.0277 -3.7134 -1.4116 0.26
C 4.4915 1.9254 -3.3112 -0.65
C 4.9479 1.7196 -1.8720 0.10
O 3.9749 1.1157 -1.0779 -0.77
C 5.4500 3.0642 -1.2944 0.96
F 5.5782 3.0203 0.0365 -0.32
F 6.6360 3.3977 -1.8131 -0.31
F 4.5935 4.0497 -1.5817 -0.31
C 6.1050 0.6810 -1.8395 0.97
F 6.6852 0.6056 -0.6435 -0.31
F 5.6218 -0.5436 -2.1308 -0.33
F 7.0445 0.9464 -2.7459 -0.31
H 3.5776 2.5181 -3.3117 0.24
H 4.2948 0.9595 -3.7744 0.23
H 5.2452 2.4465 -3.8987 0.25
```

=====

Record 2
This record from the Open Molecules 2025 dataset describes the ion C4H8NS with charge +1 in a non-equilibrium geometry. The level of theory is ωB97M-V/def2-TZVPD.

Values from the calculation:
energy relative to the best compared isomer or geometry (same formula, charge and spin) = 196.4 kJ/mol
SMILES = C[N@H+]1C=CSC1
HOMO-LUMO gap = 8.732 eV
charge = +1
total energy = -16593.371 eV
2S+1 = 1

Structure (XYZ):
```
14
Properties=species:S:1:pos:R:3:nbo_charge:R:1
C 1.0469 0.1609 0.7675 -0.45
N 0.1872 0.0041 -0.4204 -0.42
C -0.6996 -1.1810 -0.2350 -0.12
C -2.0258 -1.0480 -0.0193 -0.34
S -2.6839 0.4982 0.0984 0.35
C -0.6965 1.2134 -0.5678 -0.26
H 0.4230 0.2404 1.6654 0.26
H 1.9370 -0.5853 0.7024 0.26
H 1.6080 1.2040 0.7735 0.24
H 0.6637 -0.0578 -1.3330 0.45
H -0.1396 -2.0248 -0.5826 0.24
H -2.5766 -1.8725 -0.0405 0.26
H -0.2013 2.1706 -0.0590 0.27
H -0.9420 1.4391 -1.6193 0.24
```

=====

Record 3
This record from the Open Molecules 2025 dataset describes a cluster of 2 separate species, CH6S4Si in total in a non-equilibrium geometry. The level of theory is ωB97M-V/def2-TZVPD.

Values from the calculation:
energy relative to the best compared isomer or geometry (same formula, charge and spin) = 63.0 kJ/mol
HOMO-LUMO gap (spin up / spin down) = 5.788 / 5.638 eV
total energy = -52350.662 eV
2S+1 = 3

Structure (XYZ):
```
12
Properties=species:S:1:pos:R:3:mulliken_spin:R:1
C -1.5253 1.5150 -0.3892 0.00
Si 1.3845 0.1171 -0.2053 0.75
S -1.0909 -1.9047 2.0047 0.09
S 1.6633 0.0235 1.7374 0.94
S 2.8127 -0.6808 -1.6284 0.09
S -0.3461 0.5047 -1.3697 0.11
H -2.3379 0.8466 -0.3209 0.01
H -1.8194 2.1926 -1.1441 0.00
H -0.9806 1.7687 0.4314 0.00
H 0.2566 -1.7483 2.2643 0.00
H -0.9463 -2.9302 1.0805 0.00
H 2.9294 0.2957 -2.4607 0.01
```

=====

Which value of total energy does entry 2 give? -16593.371 eV

=====

Number 1 is which compound? C30H21AuF6N5O4

=====

Look up the 2S+1 of the second one. 1

=====

What is the total energy in the first record? -67084.362 eV